{"formula": "C10H29BrN2O10P2Si2", "method": "the ωB97M-V functional and the def2-TZVPD basis", "species": ["C", "C", "Br", "C", "Si", "N", "O", "Si", "O", "C", "N", "H", "H", "H", "H", "H", "H", "H", "H", "H", "H", "H", "C", "O", "P", "O", "O", "C", "O", "C", "H", "H", "H", "H", "H", "H", "H", "H", "H", "C", "O", "P", "O", "O", "C", "O", "C", "H", "H", "H", "H", "H", "H", "H", "H", "H"], "coordinates": [[2.556, 1.652, -0.324], [2.117, 2.797, -1.277], [3.482, 2.871, -2.736], [1.967, 4.197, -0.592], [0.212, 4.418, 0.144], [-0.283, 2.858, 0.780], [-0.842, 5.098, -1.027], [-2.285, 4.278, -1.245], [-2.012, 2.948, -2.321], [-2.421, 1.803, -1.804], [-2.508, 0.874, -1.158], [1.787, 1.355, 0.423], [2.741, 0.744, -0.952], [3.489, 1.861, 0.242], [1.145, 2.577, -1.778], [2.066, 4.991, -1.379], [2.765, 4.417, 0.154], [0.352, 5.313, 1.312], [-0.347, 2.122, 0.080], [-1.106, 2.896, 1.376], [-3.344, 5.113, -1.834], [-2.805, 3.705, 0.005], [-5.308, -1.944, -4.909], [-4.688, -3.217, -4.674], [-3.975, -3.394, -3.133], [-2.612, -3.757, -3.654], [-4.855, -4.721, -2.772], [-5.605, -5.447, -3.733], [-3.530, -3.308, -1.501], [-3.632, -1.997, -0.915], [-5.708, -1.936, -5.921], [-6.127, -1.785, -4.202], [-4.572, -1.142, -4.808], [-4.978, -5.768, -4.568], [-6.445, -4.852, -4.090], [-6.000, -6.336, -3.243], [-4.669, -1.651, -0.946], [-2.997, -1.296, -1.453], [-3.305, -2.052, 0.120], [3.598, 0.108, 5.939], [3.111, -0.108, 4.606], [4.316, -0.450, 3.447], [3.930, 0.669, 2.518], [3.615, -1.859, 3.017], [2.299, -2.229, 3.400], [5.683, -0.944, 2.571], [6.934, -0.765, 3.250], [2.752, 0.337, 6.584], [4.096, -0.791, 6.312], [4.296, 0.950, 5.954], [1.570, -1.474, 3.100], [2.249, -2.407, 4.474], [2.055, -3.160, 2.888], [6.959, -1.360, 4.166], [7.083, 0.292, 3.494], [7.734, -1.093, 2.591]], "forces_ev_per_a": [[-0.0152, -0.7140, -0.4262], [-0.1016, 0.3127, 0.9620], [-0.4684, 0.0916, 0.3067], [-0.2885, 0.2084, -0.9181], [1.5218, -0.4234, 0.2721], [-0.2308, 1.2108, -0.7500], [-0.9418, -1.5390, 0.5311], [0.6642, 0.9423, 0.0133], [-1.1237, -0.8717, 0.6964], [1.9496, 3.3244, -1.2822], [-0.8182, -2.0768, 0.9961], [0.3838, 0.5415, -0.4924], [-0.0721, 0.6730, 0.5488], [-0.6379, 0.0991, -0.4902], [0.9226, -0.1310, 0.0539], [-0.0780, -0.6000, 0.5850], [-0.5790, -0.4032, -0.3823], [-0.4411, 0.1400, -0.1599], [-0.1475, -0.1233, 0.4900], [0.1745, -0.3939, -0.1732], [0.3750, 0.0418, -0.2174], [0.0187, -0.0500, -0.1232], [-0.1169, -0.0083, -0.1727], [-0.9062, 2.5661, 2.1103], [4.2972, -7.5232, -1.3226], [-0.5642, 1.3755, 0.0639], [-0.5121, 0.8608, 0.2858], [-0.1264, -0.1823, -0.1002], [-2.2807, 2.3446, -0.9958], [0.1053, 0.0075, -0.0043], [0.0527, -0.0662, 0.0374], [-0.0698, 0.1320, -0.1220], [-0.0691, 0.0574, -0.0743], [-0.0411, 0.1473, -0.0214], [0.0519, -0.0836, -0.1374], [0.1065, 0.0975, 0.1733], [0.0283, 0.1069, 0.1926], [-0.0255, -0.0308, 0.1399], [0.0148, -0.0882, -0.0607], [-0.1597, 0.0063, 0.1552], [3.1018, -0.5192, 1.5160], [-5.2652, 0.3215, -7.1420], [0.8900, 0.2507, 1.2060], [0.7003, -0.1246, 0.7572], [-0.2402, -0.1610, -0.0002], [0.5140, 0.0306, 3.4141], [0.1658, 0.0852, -0.0561], [-0.0017, -0.0108, -0.0947], [-0.0324, 0.0658, 0.1744], [-0.0415, 0.0148, 0.1147], [0.0728, 0.0451, 0.1272], [-0.1421, 0.0717, -0.0400], [0.2191, 0.0362, -0.0765], [0.1985, -0.0291, -0.0299], [0.1086, -0.0460, -0.0164], [-0.0992, -0.0093, -0.0411]], "largest_force_ev_per_a": 8.879, "charge": 0, "gap_ev": 7.230, "e_tot_ha": -5096.060681}